{"formula": "C3H4FeO5", "method": "ωB97M-V/def2-TZVPD", "lumo_ev": [0.49, -2.02], "spin_multiplicity": 7, "s2": 12.0344, "charge": 0, "homo_energy_ev": [-6.666, -9.793], "elements": ["C", "C", "O", "C", "O", "O", "O", "H", "H", "H", "O", "H", "Fe"], "xyz": [[-2.741, 0.045, 0.342], [-1.899, 0.324, -0.693], [-0.739, 1.095, -0.499], [0.460, 0.511, -0.375], [1.393, 1.345, -0.144], [0.578, -0.727, -0.370], [-2.571, 0.236, 1.598], [-3.674, -0.463, 0.001], [-2.087, 0.015, -1.721], [1.914, -1.025, 0.238], [2.875, -0.836, 0.481], [3.340, -1.623, 0.767], [3.151, 1.104, 0.374]], "lowdin_charge": [-0.244, 0.008, 0.085, -0.658, -0.197, 0.048, 0.037, 0.125, 0.139, 0.015, -0.194, 0.081, 0.755]}

{"formula": "C23H26N5O5OsS2", "method": "ωB97M-V/def2-TZVPD", "lumo_ev": [-11.81, -11.68], "spin_multiplicity": 1, "charge": 3, "homo_energy_ev": [-17.512, -17.513], "relative_energy_kj_mol": 89.5, "elements": ["Os", "C", "C", "C", "C", "N", "C", "S", "N", "C", "H", "H", "H", "H", "H", "H", "H", "H", "C", "C", "C", "O", "C", "H", "H", "H", "H", "H", "H", "H", "H", "O", "S", "O", "N", "C", "O", "C", "C", "C", "C", "C", "C", "H", "H", "H", "H", "N", "C", "O", "C", "C", "C", "C", "N", "C", "H", "H", "H", "H", "H", "H"], "xyz": [[-0.612, -0.399, 0.234], [2.470, 4.842, 1.357], [1.385, 4.471, 0.413], [0.923, 5.304, -0.593], [-0.112, 4.893, -1.421], [-0.703, 3.686, -1.202], [-0.254, 2.937, -0.252], [-1.405, 1.548, -0.034], [0.776, 3.264, 0.553], [-0.616, 5.707, -2.552], [2.042, 5.462, 2.151], [3.221, 5.441, 0.846], [2.937, 3.974, 1.814], [1.380, 6.276, -0.722], [1.165, 2.613, 1.245], [-0.043, 5.451, -3.449], [-0.480, 6.771, -2.367], [-1.662, 5.484, -2.749], [-1.867, -2.913, 2.922], [-3.267, -2.296, 2.694], [-3.019, -0.857, 2.252], [-1.558, -0.770, 1.987], [-0.925, -1.732, 2.946], [-1.606, -3.602, 2.118], [-1.809, -3.463, 3.859], [-3.861, -2.305, 3.605], [-3.815, -2.853, 1.938], [-3.199, -0.123, 3.036], [-3.525, -0.557, 1.340], [-0.890, -1.210, 3.901], [0.093, -1.919, 2.602], [2.541, -0.680, 2.918], [2.589, 0.284, 1.880], [2.516, 1.687, 2.189], [1.328, 0.002, 0.791], [1.773, -0.313, -0.419], [0.776, -0.552, -1.227], [3.208, -0.363, -0.585], [3.975, -0.680, -1.694], [5.358, -0.681, -1.539], [5.943, -0.378, -0.315], [5.175, -0.059, 0.810], [3.812, -0.055, 0.644], [3.515, -0.924, -2.642], [5.989, -0.929, -2.382], [7.021, -0.395, -0.224], [5.641, 0.162, 1.761], [-2.531, -5.800, -2.682], [-2.039, -4.954, -1.770], [-1.203, -5.235, -0.934], [-2.562, -3.525, -1.774], [-3.702, -3.023, -2.382], [-4.039, -1.685, -2.198], [-3.236, -0.881, -1.422], [-2.129, -1.369, -0.824], [-1.810, -2.657, -1.006], [-2.202, -6.755, -2.670], [-3.194, -5.540, -3.389], [-4.346, -3.654, -2.981], [-4.929, -1.268, -2.649], [-3.471, 0.162, -1.259], [-0.934, -3.067, -0.499]], "lowdin_charge": [1.375, 0.039, -0.178, 0.094, -0.219, 0.127, -0.570, 0.885, 0.173, 0.019, 0.129, 0.115, 0.078, 0.155, 0.116, 0.120, 0.107, 0.104, -0.113, -0.104, -0.103, -0.402, -0.098, 0.118, 0.141, 0.133, 0.122, 0.147, 0.106, 0.152, 0.112, -0.206, 0.731, -0.277, -0.205, -0.438, -0.098, -0.132, 0.049, 0.002, 0.015, 0.017, -0.194, 0.141, 0.134, 0.137, 0.144, 0.223, -0.484, 0.077, -0.066, 0.062, 0.018, -0.100, -0.131, -0.060, 0.143, 0.115, 0.138, 0.138, 0.099, 0.131]}

{"formula": "C27H21ClIrO4P", "method": "ωB97M-V/def2-TZVPD", "lumo_ev": -0.21, "spin_multiplicity": 1, "charge": 0, "homo_energy_ev": -7.740, "relative_energy_kj_mol": 73.4, "elements": ["Ir", "C", "C", "C", "C", "C", "C", "P", "C", "C", "C", "C", "C", "C", "C", "C", "C", "C", "C", "C", "H", "H", "H", "H", "H", "H", "H", "H", "H", "H", "H", "H", "H", "H", "Cl", "C", "C", "C", "C", "O", "C", "C", "O", "C", "H", "H", "H", "H", "C", "C", "O", "O", "H", "H", "H"], "xyz": [[0.438, -0.787, -0.150], [-0.660, 3.758, 3.872], [0.261, 2.724, 3.784], [0.300, 1.911, 2.660], [-0.594, 2.135, 1.615], [-1.522, 3.173, 1.708], [-1.551, 3.982, 2.834], [-0.468, 1.209, 0.058], [-2.067, 1.409, -0.748], [-2.182, 2.131, -1.930], [-3.419, 2.251, -2.549], [-4.535, 1.644, -1.994], [-4.420, 0.911, -0.819], [-3.188, 0.792, -0.197], [0.885, 1.902, -0.867], [1.393, 3.103, -1.335], [2.648, 3.066, -1.927], [3.350, 1.867, -2.020], [2.841, 0.669, -1.531], [1.587, 0.687, -0.932], [-0.684, 4.389, 4.751], [0.954, 2.548, 4.596], [1.017, 1.110, 2.589], [-2.228, 3.343, 0.905], [-2.275, 4.785, 2.901], [-1.304, 2.585, -2.373], [-3.507, 2.812, -3.470], [-5.497, 1.735, -2.481], [-5.289, 0.428, -0.391], [-3.095, 0.209, 0.712], [0.844, 4.032, -1.244], [3.091, 3.973, -2.319], [4.327, 1.871, -2.490], [3.405, -0.250, -1.624], [2.971, -6.825, 2.971], [2.040, -5.574, 2.198], [1.028, -5.937, 1.279], [0.266, -4.989, 0.668], [0.462, -3.595, 0.909], [-0.309, -2.751, 0.343], [1.509, -3.250, 1.826], [1.798, -1.914, 2.199], [1.378, -0.845, 1.697], [2.265, -4.265, 2.471], [0.866, -6.986, 1.068], [-0.510, -5.261, -0.035], [2.466, -1.786, 3.059], [3.031, -3.981, 3.182], [0.141, -2.218, -3.970], [0.441, -1.816, -2.557], [1.436, -2.225, -1.942], [-0.380, -0.982, -1.998], [0.539, -3.211, -4.165], [0.632, -1.509, -4.639], [-0.930, -2.185, -4.159]], "lowdin_charge": [1.254, -0.082, -0.073, -0.070, -0.300, -0.079, -0.078, 0.950, -0.356, -0.069, -0.073, -0.078, -0.072, -0.082, -0.347, -0.073, -0.094, -0.081, -0.075, -0.312, 0.104, 0.105, 0.083, 0.103, 0.105, 0.104, 0.105, 0.104, 0.106, 0.116, 0.108, 0.099, 0.103, 0.102, 0.644, -0.675, -0.083, 0.007, -0.356, -0.156, -0.131, -0.150, -0.179, -0.071, 0.108, 0.121, 0.139, 0.114, 0.014, -0.672, -0.018, -0.172, 0.085, 0.090, 0.083]}

{"formula": "C4H6N2O", "method": "ωB97M-V/def2-TZVPD", "lumo_ev": 0.78, "spin_multiplicity": 1, "smiles": "CNC(=O)N1C=C1", "charge": 0, "homo_energy_ev": -8.695, "relative_energy_kj_mol": 404.1, "elements": ["O", "C", "N", "C", "C", "C", "N", "H", "H", "H", "H", "H", "H"], "xyz": [[-2.291, -1.085, 0.457], [-1.163, -0.719, 0.193], [-0.930, 0.166, -0.827], [0.300, 0.775, -1.287], [1.257, -0.555, 0.945], [0.498, -0.249, 1.917], [-0.074, -1.255, 0.972], [-1.785, 0.413, -1.303], [0.043, 1.564, -1.995], [0.963, 0.065, -1.797], [2.173, -0.621, 0.383], [0.843, 1.248, -0.465], [0.167, 0.253, 2.809]], "lowdin_charge": [0.054, -0.557, 0.029, -0.105, -0.052, 0.001, 0.035, 0.135, 0.086, 0.086, 0.110, 0.067, 0.112]}

{"formula": "C2H8N3", "method": "ωB97M-V/def2-TZVPD", "lumo_ev": -3.45, "spin_multiplicity": 1, "smiles": "NCN1C[NH2+]1", "charge": 1, "homo_energy_ev": -13.993, "relative_energy_kj_mol": 432.8, "elements": ["C", "C", "N", "N", "N", "H", "H", "H", "H", "H", "H", "H", "H"], "xyz": [[-1.243, 0.411, -0.772], [0.913, -0.461, 0.362], [-0.418, -0.679, -0.455], [1.889, 0.376, -0.305], [-1.560, -0.373, 0.403], [-1.015, 1.525, -0.590], [-1.868, 0.273, -1.702], [1.410, -1.522, 0.428], [0.646, -0.007, 1.398], [2.831, 0.068, -0.417], [1.842, 1.444, -0.269], [-1.154, -0.017, 1.273], [-2.273, -1.038, 0.646]], "lowdin_charge": [-0.082, -0.201, -0.004, 0.009, 0.121, 0.168, 0.159, 0.162, 0.133, 0.073, 0.124, 0.150, 0.185]}

{"formula": "C6H9N4", "method": "ωB97M-V/def2-TZVPD", "lumo_ev": -3.96, "spin_multiplicity": 1, "smiles": "C1=N[C@H]2C[NH+]=CN[C@H]2N=C1", "charge": 1, "homo_energy_ev": -13.349, "relative_energy_kj_mol": 260.4, "elements": ["C", "C", "C", "C", "C", "C", "N", "N", "N", "N", "H", "H", "H", "H", "H", "H", "H", "H", "H"], "xyz": [[2.158, -0.794, 0.737], [2.622, 0.524, 0.176], [-1.485, 0.983, 0.680], [-1.163, -1.049, -0.539], [0.286, -0.744, -0.595], [0.533, 0.853, -0.716], [1.037, -1.314, 0.487], [1.900, 1.321, -0.481], [-0.354, 1.456, 0.251], [-1.834, -0.270, 0.559], [2.680, -1.448, 1.463], [3.575, 0.902, 0.449], [-2.076, 1.567, 1.337], [-1.750, -0.821, -1.528], [-1.182, -2.055, -0.475], [0.608, -1.156, -1.460], [0.454, 1.344, -1.779], [-0.303, 2.400, 0.587], [-2.653, -0.451, 1.078]], "lowdin_charge": [-0.073, -0.076, -0.085, -0.064, -0.268, -0.228, 0.112, 0.100, 0.140, 0.128, 0.133, 0.108, 0.164, 0.184, 0.093, 0.124, 0.192, 0.168, 0.150]}

{"formula": "C7H12N2S2", "method": "ωB97M-V/def2-TZVPD", "lumo_ev": [-0.56, -0.56], "spin_multiplicity": 1, "charge": 0, "homo_energy_ev": [-8.216, -8.216], "relative_energy_kj_mol": 302.7, "elements": ["C", "C", "C", "C", "C", "C", "C", "N", "N", "S", "S", "H", "H", "H", "H", "H", "H", "H", "H", "H", "H", "H", "H"], "xyz": [[0.719, 0.721, -1.693], [1.513, -0.496, -1.709], [1.016, 1.291, -0.433], [-1.213, -1.924, 0.080], [-2.246, 0.579, 0.228], [2.733, 0.678, 1.355], [-1.382, -0.606, 0.687], [2.237, -0.571, -0.567], [1.981, 0.514, 0.117], [-0.657, 1.604, 2.617], [-0.523, -0.299, 2.103], [0.077, 0.965, -2.413], [1.605, -1.357, -2.441], [-0.805, -2.752, 0.714], [-0.437, -1.821, -0.847], [-2.178, -2.223, -0.295], [-1.768, 1.312, -0.404], [-2.610, 1.282, 1.090], [-3.043, 0.397, -0.438], [2.516, -0.115, 2.010], [3.702, 0.546, 1.209], [2.364, 1.576, 1.894], [0.687, 2.235, 0.002]], "lowdin_charge": [-0.060, -0.158, -0.121, -0.136, -0.160, -0.019, -0.656, 0.046, -0.230, 0.092, 0.506, 0.039, 0.116, 0.092, 0.122, 0.071, 0.056, 0.055, 0.055, 0.056, 0.038, 0.092, 0.103]}